# 1
Density functional theory data (ωB97M-V/def2-TZVPD) for a molecular structure, C19H28IO2P2Ru in a non-equilibrium geometry.

Results
Kohn-Sham gap (spin up / spin down)	0.240 / 0.149	hartree
charge	+3
energy relative to the best compared isomer or geometry (same formula, charge and spin)	0.139	eV
HOMO energy (spin up / spin down)	-15.86 / -17.62	eV
maximum force	4.8	eV Å⁻¹
2S+1	5

Structure (XYZ):
```
53
Properties=species:S:1:pos:R:3:lowdin_spin:R:1
C -4.46 2.69 -6.52 0.022
C -3.61 1.64 -5.85 0.016
H -4.81 2.30 -7.48 0.000
H -3.87 3.60 -6.68 0.001
H -5.31 2.93 -5.89 0.001
O -3.34 0.54 -6.28 0.273
I -2.77 2.19 -3.89 0.696
Ru 0.26 -0.08 0.00 1.344
P -1.88 -0.61 0.39 0.173
C -2.05 -2.40 0.75 0.014
C -2.31 0.30 1.92 0.043
H -3.28 -0.05 2.31 0.007
H -4.28 -0.60 -0.09 0.007
H -2.39 1.36 1.65 0.003
H -3.44 0.73 -0.94 0.000
H -1.23 -2.76 1.38 0.001
H -1.53 0.18 2.67 0.002
C -3.36 -0.32 -0.64 0.051
H -3.01 -2.61 1.24 0.002
H -3.32 -0.93 -1.55 0.001
H -2.00 -2.95 -0.20 0.001
P 1.69 1.04 -1.62 0.123
C 3.14 0.01 -2.13 0.013
C 1.29 1.83 -3.23 0.032
H 1.71 3.19 -0.53 0.001
H 3.27 2.91 -1.37 0.003
H 2.92 2.12 0.20 0.000
C 2.49 2.45 -0.74 0.013
H 0.47 2.54 -3.13 0.000
H 2.17 2.35 -3.64 0.005
H 3.90 0.63 -2.63 0.003
H 2.79 -0.76 -2.82 0.000
H 0.98 1.06 -3.96 0.001
H 3.61 -0.49 -1.27 0.000
C 0.78 -1.74 -0.55 0.047
O 1.12 -2.79 -0.96 0.015
C 0.91 -2.10 5.70 0.056
C -0.23 -2.15 4.86 0.062
C -0.15 -1.64 3.57 0.143
C 1.02 -1.05 3.08 0.013
C 1.21 -0.53 1.75 0.228
C 2.47 -0.18 1.32 0.117
C 3.59 -0.13 2.17 0.107
C 3.44 -0.56 3.48 0.169
C 2.20 -1.03 3.94 0.002
C 2.08 -1.55 5.23 0.154
H 0.85 -2.52 6.72 0.000
H -1.15 -2.59 5.22 0.001
H -1.03 -1.72 2.93 0.005
H 2.63 0.08 0.27 0.020
H 4.54 0.22 1.80 0.002
H 4.28 -0.56 4.18 0.005
H 2.97 -1.52 5.88 0.004
```

# 2
Density functional theory data (ωB97M-V/def2-TZVPD) for a molecular structure, C19H28N5O2S2V.

Results
Kohn-Sham gap (spin up / spin down)	0.276 / 0.339	hartree
charge	+1
HOMO energy (spin up / spin down)	-9.67 / -11.48	eV
maximum force	0.5	eV Å⁻¹
2S+1	4

Structure (XYZ):
```
57
Properties=species:S:1:pos:R:3:lowdin_spin:R:1
V 1.13 0.52 -1.41 2.715
C -0.02 2.47 -3.40 0.005
C -0.59 1.12 -3.77 0.008
N -0.81 0.29 -2.56 0.018
C -2.00 0.68 -1.77 0.003
C -1.65 1.24 -0.40 0.012
C -2.60 1.47 0.58 -0.001
C -2.18 1.98 1.80 0.012
C -0.83 2.25 2.01 -0.001
C 0.06 1.99 0.98 0.011
C 1.56 2.17 1.15 0.004
N 2.34 1.83 -0.05 0.014
C 2.75 2.98 -0.89 0.006
C 1.63 3.42 -1.82 0.004
N 1.25 2.30 -2.69 0.013
N -0.36 1.50 -0.19 0.004
H -0.71 2.99 -2.73 0.000
H 0.08 3.09 -4.29 0.000
H 0.13 0.58 -4.40 0.001
H -1.51 1.25 -4.34 0.001
H -0.93 -0.67 -2.86 0.005
H -2.66 -0.18 -1.63 0.000
H -2.58 1.43 -2.31 0.000
H -3.64 1.24 0.40 0.000
H -2.90 2.17 2.58 0.001
H -0.49 2.64 2.95 0.000
H 1.87 1.51 1.96 0.000
H 1.76 3.19 1.48 0.000
H 3.17 1.34 0.24 0.004
H 3.60 2.65 -1.49 0.001
H 3.08 3.82 -0.28 0.000
H 1.95 4.30 -2.38 0.000
H 0.75 3.70 -1.24 0.000
H 2.02 2.09 -3.34 0.004
C -2.22 -4.14 4.97 0.000
C -1.61 -3.62 3.70 0.000
C -0.44 -2.86 3.72 0.000
C 0.12 -2.37 2.55 0.001
C -0.49 -2.66 1.35 0.003
C -1.66 -3.41 1.29 0.000
C -2.21 -3.89 2.47 0.000
S 0.21 -2.09 -0.18 0.013
C 1.37 -3.41 -0.50 0.001
O 1.09 -0.91 0.19 0.032
H -1.52 -4.07 5.81 0.000
H -2.52 -5.18 4.87 0.000
H -3.11 -3.56 5.23 0.000
H 0.03 -2.64 4.67 0.000
H 1.02 -1.78 2.57 0.000
H -2.14 -3.61 0.34 0.000
H -3.11 -4.49 2.44 0.000
H 2.00 -3.53 0.37 0.000
H 1.94 -3.09 -1.37 0.000
H 0.81 -4.32 -0.72 0.000
O 3.66 1.19 -3.79 0.052
S 3.56 -0.25 -3.43 0.065
N 2.50 -0.64 -2.47 -0.013
```

# 3
Density functional theory data (ωB97M-V/def2-TZVPD) for C19H28N8O2 in the gas phase.

Results
Kohn-Sham gap	0.357	hartree
energy relative to the best compared isomer or geometry (same formula, charge and spin)	1.074	eV
HOMO energy	-9.05	eV
maximum force	0.8	eV Å⁻¹

Structure (XYZ):
```
57
Properties=species:S:1:pos:R:3:nbo_charge:R:1
C -4.46 -1.35 0.90 -0.634
C -3.32 -2.31 0.76 -0.060
C -3.25 -3.47 1.52 0.034
N -2.27 -4.37 1.44 -0.424
C -1.30 -4.14 0.57 0.055
C -1.25 -3.01 -0.23 -0.171
C -0.08 -2.87 -1.17 0.679
O 0.62 -3.84 -1.42 -0.620
N 0.12 -1.65 -1.74 -0.648
C 1.29 -1.46 -2.60 -0.046
C 1.14 -2.25 -3.89 -0.612
C 1.52 0.02 -2.93 -0.404
C 1.65 0.99 -1.76 -0.236
N 0.42 1.80 -1.56 -0.711
C -0.18 1.71 -0.27 0.760
O -0.89 0.78 0.04 -0.599
C 0.19 2.81 0.70 -0.174
C -0.10 4.22 0.14 -0.389
C 1.27 4.74 -0.29 -0.412
C 2.19 4.11 0.74 -0.212
N 1.65 2.76 0.89 -0.423
C 2.09 2.07 2.09 -0.249
C 1.54 0.69 2.15 0.262
N 1.91 -0.32 1.34 -0.288
N 1.15 -1.34 1.64 -0.030
N 0.36 -0.93 2.61 0.021
C -0.63 -1.79 3.23 -0.417
N 0.57 0.32 2.97 -0.258
C -2.28 -2.09 -0.14 -0.144
H -5.17 -1.46 0.07 0.224
H -5.00 -1.51 1.83 0.217
H -4.10 -0.32 0.88 0.225
H -4.04 -3.69 2.24 0.187
H -0.50 -4.87 0.50 0.222
H -0.25 -0.85 -1.23 0.417
H 2.16 -1.83 -2.05 0.204
H 2.03 -2.10 -4.52 0.206
H 1.03 -3.31 -3.69 0.244
H 0.27 -1.89 -4.45 0.199
H 2.45 0.04 -3.51 0.223
H 0.74 0.36 -3.62 0.194
H 1.90 0.45 -0.85 0.233
H 2.47 1.68 -1.95 0.197
H -0.28 1.45 -2.20 0.373
H -0.35 2.63 1.63 0.213
H -0.82 4.19 -0.68 0.222
H -0.51 4.84 0.93 0.211
H 1.52 4.37 -1.29 0.221
H 1.33 5.83 -0.30 0.216
H 3.24 4.06 0.42 0.206
H 2.15 4.66 1.69 0.162
H 3.18 2.02 2.07 0.225
H 1.78 2.60 3.00 0.190
H -1.59 -1.29 3.20 0.226
H -0.67 -2.71 2.66 0.247
H -0.34 -1.99 4.26 0.220
H -2.29 -1.20 -0.75 0.226
```

# 4
Density functional theory data (ωB97M-V/def2-TZVPD) for a molecular structure, C19H28NO11W in a non-equilibrium geometry.

Results
Kohn-Sham gap (spin up / spin down)	0.222 / 0.222	hartree
charge	+1
energy relative to the best compared isomer or geometry (same formula, charge and spin)	18.856	eV
HOMO energy (spin up / spin down)	-8.47 / -8.47	eV
maximum force	13.9	eV Å⁻¹

Structure (XYZ):
```
60
Properties=species:S:1:pos:R:3:nbo_charge:R:1
W 0.59 -0.62 -0.94 1.151
C -1.17 2.06 -1.29 -0.116
C -1.60 1.02 -2.36 -0.081
O -0.49 0.08 -2.62 -0.574
C -0.91 -1.09 -3.37 -0.078
C -1.27 -2.29 -2.44 -0.097
O -0.14 -2.71 -1.60 -0.569
C -0.63 -3.62 -0.57 -0.090
C 0.55 -3.85 0.46 -0.092
O 1.34 -2.66 0.36 -0.148
C 2.27 -2.64 -0.85 -0.119
C 2.65 -1.32 -1.95 -0.172
O 1.69 -0.54 -2.85 -0.554
C 2.39 0.58 -3.42 -0.081
C 2.42 1.74 -2.39 -0.087
O 1.99 1.17 -1.17 -0.565
C 1.79 2.18 -0.11 -0.096
C 0.55 1.85 0.75 -0.072
O -0.62 1.21 -0.25 -0.606
H -2.02 2.62 -0.90 0.224
H -0.44 2.76 -1.71 0.167
H -1.84 1.56 -3.28 0.197
H -2.46 0.45 -2.01 0.220
H -0.12 -1.39 -4.05 0.216
H -1.76 -0.81 -3.99 0.220
H -1.57 -3.15 -3.03 0.207
H -2.10 -1.99 -1.80 0.214
H -0.94 -4.57 -1.02 0.207
H -1.48 -3.16 -0.07 0.220
H 1.17 -4.71 0.22 0.224
H 0.17 -3.96 1.47 0.250
H 2.03 -3.51 -1.46 0.221
H 3.21 -2.89 -0.36 0.243
H 3.31 -1.81 -2.68 0.217
H 3.30 -0.64 -1.40 0.204
H 1.84 0.89 -4.30 0.219
H 3.39 0.28 -3.73 0.201
H 1.74 2.54 -2.70 0.192
H 3.42 2.15 -2.27 0.203
H 1.63 3.17 -0.54 0.191
H 2.67 2.21 0.53 0.218
H 0.15 2.69 1.32 0.234
H 0.84 1.14 1.49 0.266
O 1.06 -1.41 0.80 -0.422
O -2.57 0.49 0.55 -0.677
C -1.60 0.53 1.30 0.801
O -0.30 0.14 1.04 -0.790
C -1.84 1.00 2.71 -0.086
C -3.11 1.40 3.10 -0.153
C -3.36 1.84 4.39 -0.216
C -2.33 1.89 5.31 -0.165
C -1.06 1.49 4.92 0.009
C -0.80 1.05 3.64 -0.191
N 0.04 1.54 5.89 0.533
O -0.21 1.94 7.01 -0.362
O 1.14 1.18 5.52 -0.383
H -3.91 1.36 2.37 0.240
H -4.36 2.14 4.67 0.227
H -2.51 2.23 6.32 0.252
H 0.19 0.74 3.36 0.252
```

# 5
Density functional theory data (ωB97M-V/def2-TZVPD) for C19H28O5 in the gas phase.

Results
Kohn-Sham gap	0.341	hartree
energy relative to the best compared isomer or geometry (same formula, charge and spin)	0.012	eV
HOMO energy	-8.44	eV
maximum force	0.6	eV Å⁻¹

Structure (XYZ):
```
52
Properties=species:S:1:pos:R:3:nbo_charge:R:1
C 0.97 4.39 -2.40 -0.635
C 1.07 3.73 -3.77 -0.075
H 2.12 3.55 -4.02 0.199
H 0.60 4.33 -4.54 0.191
O 0.38 2.48 -3.79 -0.508
C 1.02 1.42 -3.31 0.820
O 2.15 1.42 -2.92 -0.595
C 0.10 0.20 -3.31 -0.411
C -1.07 0.53 -2.38 0.820
O -2.22 0.39 -2.68 -0.591
O -0.64 1.05 -1.23 -0.522
C -1.63 1.56 -0.33 -0.071
C -2.38 0.47 0.42 -0.646
H -1.69 -0.14 1.00 0.223
H -3.09 0.93 1.09 0.219
H -2.93 -0.16 -0.28 0.227
H -2.33 2.17 -0.91 0.193
H -1.07 2.19 0.36 0.195
C 0.88 -1.06 -2.92 -0.388
C -0.01 -2.29 -2.72 -0.412
C -0.45 -2.47 -1.27 -0.423
C 0.65 -3.08 -0.39 -0.064
O 0.31 -3.05 0.98 -0.513
C 0.37 -1.88 1.67 0.392
C 0.95 -0.70 1.22 -0.344
C 0.97 0.41 2.04 -0.178
C 0.41 0.37 3.31 -0.257
C -0.17 -0.81 3.77 0.017
C -0.18 -1.92 2.95 -0.291
H -0.62 -2.85 3.28 0.217
C -0.73 -0.89 5.16 -0.419
C 0.35 -1.34 6.15 -0.592
H 1.18 -0.64 6.15 0.206
H 0.73 -2.32 5.87 0.206
H -0.06 -1.40 7.16 0.207
H -1.11 0.09 5.47 0.206
H -1.56 -1.60 5.19 0.208
H 0.43 1.25 3.94 0.208
H 1.42 1.32 1.68 0.213
H 1.39 -0.62 0.24 0.220
H 1.61 -2.58 -0.57 0.169
H 0.77 -4.14 -0.63 0.194
H -1.33 -3.12 -1.22 0.214
H -0.74 -1.50 -0.85 0.207
H -0.89 -2.20 -3.36 0.217
H 0.53 -3.19 -3.03 0.206
H 1.45 -0.84 -2.02 0.217
H 1.60 -1.25 -3.72 0.223
H -0.34 0.09 -4.31 0.251
H 1.44 3.77 -1.65 0.223
H 1.46 5.36 -2.42 0.218
H -0.08 4.54 -2.13 0.210
```

# 6
Density functional theory data (ωB97M-V/def2-TZVPD) for 2 unconnected molecules or ions with the total composition C19H29BN in a non-equilibrium geometry.

Results
Kohn-Sham gap	0.263	hartree
charge	+1
energy relative to the best compared isomer or geometry (same formula, charge and spin)	0.000	eV
HOMO energy	-12.52	eV
maximum force	1.3	eV Å⁻¹

Structure (XYZ):
```
50
Properties=species:S:1:pos:R:3:nbo_charge:R:1
C -0.74 1.77 1.00 0.191
C -2.02 1.45 1.58 -0.094
C -3.00 2.47 1.76 -0.167
C -4.19 2.17 2.42 -0.206
C -4.44 0.86 2.85 -0.145
C -3.52 -0.17 2.60 -0.201
C -2.32 0.12 1.96 -0.184
C 0.48 1.58 1.70 -0.221
C 1.67 2.20 1.20 -0.090
C 2.90 1.96 1.79 -0.235
C 2.99 1.10 2.90 -0.091
C 1.84 0.50 3.43 -0.248
C 0.60 0.76 2.88 -0.040
H -0.72 2.52 0.20 0.233
H -2.78 3.48 1.42 0.228
H -4.92 2.96 2.61 0.240
H -5.36 0.62 3.39 0.236
H -3.72 -1.19 2.91 0.235
H -1.59 -0.66 1.72 0.237
H 1.58 2.85 0.32 0.229
H 3.80 2.42 1.38 0.243
H 3.96 0.90 3.36 0.240
H 1.91 -0.17 4.29 0.242
H -0.30 0.33 3.32 0.231
C -0.31 -3.40 -2.77 -0.638
C 0.41 -2.12 -3.19 -0.201
N 0.61 -1.15 -2.02 -0.390
C 1.45 -1.93 -1.01 -0.208
C 1.84 -1.10 0.18 -0.639
C 1.48 0.00 -2.52 -0.202
C 0.95 0.69 -3.76 -0.644
B -0.76 -0.59 -1.35 -0.134
H -0.51 0.46 -0.65 -0.065
H -0.52 -3.96 -3.69 0.238
H 0.33 -4.04 -2.14 0.210
H -1.25 -3.20 -2.26 0.240
H 1.44 -2.35 -3.53 0.198
H -0.11 -1.60 -3.99 0.229
H 0.87 -2.81 -0.71 0.228
H 2.33 -2.27 -1.57 0.202
H 2.26 -1.74 0.96 0.234
H 2.60 -0.35 -0.08 0.210
H 0.97 -0.58 0.61 0.225
H 1.59 0.71 -1.69 0.211
H 2.46 -0.46 -2.73 0.201
H 1.47 1.65 -3.86 0.232
H 1.18 0.11 -4.67 0.220
H -0.13 0.89 -3.72 0.240
H -1.56 -0.29 -2.22 -0.017
H -1.21 -1.42 -0.59 -0.040
```